Molecular formula: C4H7NS
Method: DFT, ωB97M-V/def2-TZVPD

```
! RIJCOSX wB97M-V def2-TZVPD def2/J DEFGRID3
* xyz 0 1
C 1.5987 0.9612 0.8471
C 0.4246 0.4599 -0.0765
C -1.6280 -0.6906 -0.5884
C -0.2047 -0.9117 -0.0384
H 2.0302 1.8557 0.3853
H 2.4020 0.1666 0.9398
H 1.1878 1.2031 1.8640
H -2.2421 -1.5417 -0.9714
H -2.1921 -0.2443 0.2252
H -0.2607 -1.3587 0.9529
H 0.4005 -1.6136 -0.6774
N -0.1094 1.1988 -0.9708
S -1.4068 0.5151 -1.8914
*
```

Summary:
SMILES: CC1=NSCC1
E_LUMO: 1.0 eV
HOMO: -8.4 eV
Orbital gap: 9.38 eV

***

Molecular formula: C5H9NO
Method: DFT, ωB97M-V/def2-TZVPD

```
! RIJCOSX wB97M-V def2-TZVPD def2/J DEFGRID3
* xyz 0 1
C -0.3968 1.6902 0.0363
C -0.7739 -0.1674 1.4452
C -1.0358 -0.8383 0.1277
N 0.2008 -0.2081 -0.3647
C 1.1138 -0.8438 -1.2903
C 0.5977 -0.0165 1.1081
O 1.7154 0.1872 1.5237
H 0.3402 2.0216 -0.6924
H -0.3271 2.2640 0.9556
H -1.4050 1.6187 -0.3587
H -1.2883 -0.1794 2.3969
H -0.8884 -1.9265 0.1462
H -1.9324 -0.5967 -0.4569
H 2.0059 -0.2171 -1.3830
H 1.4294 -1.8299 -0.9218
H 0.6445 -0.9582 -2.2719
*
```

Summary:
E_LUMO (alpha / beta): 0.1 / 0.1 eV
HOMO (alpha / beta): -7.5 / -7.6 eV
Orbital gap (alpha / beta): 7.67 / 7.67 eV

***

Molecular formula: C3H5ClO3PS
Method: DFT, ωB97M-V/def2-TZVPD

```
! RIJCOSX wB97M-V def2-TZVPD def2/J DEFGRID3
* xyz -1 1
C 3.1340 -0.8540 -0.3736
C -2.5847 -0.8364 0.2198
C 0.1409 1.6106 -0.0673
O 3.2609 -1.0722 0.7594
O 3.2208 -0.5885 -1.5163
O -0.3724 1.0766 1.0338
P -0.5727 -0.7308 1.1797
S 0.4507 -1.5425 -0.3117
Cl 1.7358 2.3306 0.1523
H -2.3944 -0.8201 -0.7542
H -2.8839 -1.8150 0.5253
H -2.9846 0.1095 0.6735
H 0.1929 0.7620 -0.8300
H -0.3434 2.3700 -0.6908
*
```

Summary:
E_LUMO: 3.5 eV
HOMO: -3.4 eV
Orbital gap: 6.88 eV